1.
Formula: C26H41CeN2O2P2
Source: the Open Molecules 2025 dataset
Level of theory: ωB97M-V/def2-TZVPD

The value obtained for the total energy is -2432.46300 Ha. Its net charge is +1. The LUMO energy comes out at -4.9 eV. As for the energy above the lowest of the compared OMol25 structures with the same formula, charge and spin: 796.68 kJ/mol.

Each line ends with the Löwdin charge.
Geometry (Å):
C: -1.52211 2.64559 -3.79632  -0.0115
C: -1.58316 1.57085 -2.87961  -0.3413
N: -0.39308 1.15757 -2.30455  -0.0940
C: 0.78799 1.78876 -2.54144  -0.2915
C: 0.86247 2.82482 -3.45689  -0.0143
C: -0.31338 3.25446 -4.09598  -0.0198
C: -2.78606 0.85876 -2.57934  -0.2476
P: -2.80930 -0.30040 -1.22456  0.7363
Ce: -0.45781 -0.43233 -0.80541  0.4413
P: 1.87096 -0.31200 -0.95967  0.7787
C: 1.98075 1.39843 -1.69400  -0.1835
C: -0.53255 -2.10270 0.50681  -0.3728
C: -0.93306 -1.80934 1.81543  -0.1163
C: -0.95892 -2.81090 2.79606  -0.0497
C: -0.58334 -4.12778 2.48333  -0.0458
C: -0.18095 -4.41985 1.17453  -0.0610
C: -0.15501 -3.41694 0.19383  -0.0855
O: -2.01610 -1.00847 -4.69339  -0.0831
O: 0.66572 -1.34468 -4.50587  -0.1003
H: -2.45241 2.98455 -4.26774  0.1262
H: 1.82779 3.31274 -3.64598  0.1273
H: -0.28009 4.07855 -4.81542  0.1244
C: -3.72201 0.33491 0.21594  -0.1842
C: -3.73511 -1.78588 -1.72867  -0.2097
H: 2.92244 1.51751 -2.25511  0.1185
H: 2.02733 2.08468 -0.82793  0.1180
H: -2.32885 -0.37488 -3.98143  0.0041
H: -3.72844 1.28322 -2.93848  0.0947
C: 2.75795 -0.24571 0.61656  -0.1869
C: 2.82493 -1.39041 -2.05695  -0.2074
H: -1.22550 -0.79405 2.09269  0.0939
H: -1.27546 -2.56140 3.81541  0.1183
H: -0.60577 -4.90980 3.25006  0.1171
H: 0.11609 -5.44176 0.90841  0.1141
H: 0.16708 -3.68340 -0.81518  0.1030
H: -0.70329 -1.83043 -1.79416  0.0661
H: 0.64775 -2.30191 -4.68177  0.0640
H: -0.29267 -1.09537 -4.63256  0.0018
H: -2.34016 -0.60217 -5.51629  0.0830
H: -0.18874 -1.21698 -2.34428  0.0661
H: -4.76524 0.54142 -0.06649  0.0690
H: -3.69815 -0.41390 1.02598  0.0645
H: -3.24379 1.26027 0.57054  0.0497
H: -4.79343 -1.52759 -1.88668  0.0616
H: -3.31261 -2.17320 -2.66991  0.0472
H: -3.65683 -2.55739 -0.94363  0.0622
H: 3.87387 -1.05718 -2.10821  0.0651
H: 2.78644 -2.42330 -1.66953  0.0656
H: 2.35607 -1.36119 -3.05571  0.0312
H: 3.80919 0.04110 0.46771  0.0788
H: 2.26409 0.46987 1.29054  0.0299
H: 2.70592 -1.24165 1.08592  0.0701
C: 2.94117 -0.95523 4.30161  -0.1021
N: 2.43350 0.27380 3.66591  -0.2740
C: 2.76846 1.43536 4.50025  -0.1062
C: 0.99530 0.10913 3.30268  -0.1847
C: 0.33784 1.25632 2.50594  -0.2013
C: 0.16675 2.44754 3.23953  -0.0583
C: -0.40205 3.58674 2.68415  -0.0765
C: -0.83807 3.56555 1.37785  -0.0768
C: -0.72050 2.38007 0.63474  -0.1567
C: -0.16339 1.20898 1.14777  -0.1697
H: 4.03183 -0.88371 4.46494  0.0878
H: 2.76854 -1.83314 3.65405  0.0782
H: 2.43883 -1.12474 5.28115  0.0911
H: 2.65019 2.36903 3.93041  0.0792
H: 2.15950 1.44212 5.43254  0.0932
H: 3.83793 1.40963 4.78434  0.0888
H: 0.98203 -0.79002 2.67984  0.0722
H: 0.38940 -0.10758 4.21739  0.1372
H: 0.46167 2.52349 4.28386  0.1003
H: -0.51225 4.48846 3.27659  0.1091
H: -1.28847 4.44438 0.93699  0.1040
H: -1.11970 2.42071 -0.37316  0.0797

2.
Formula: C38H39KN2O6S2Si
Source: the Open Molecules 2025 dataset
Level of theory: ωB97M-V/def2-TZVPD

The value obtained for the total energy is -3718.35540 Ha. Its net charge is -2. The LUMO energy comes out at 3.6 eV. As for the energy above the lowest of the compared OMol25 structures with the same formula, charge and spin: 0.00 kJ/mol.

Each line ends with the Löwdin charge.
Geometry (Å):
K: -0.51834 1.31980 -1.85064  0.7925
N: -2.83700 3.05788 -0.03602  -0.0156
C: -2.79501 4.23377 -0.91260  -0.2285
C: -2.97257 3.95407 -2.42070  -0.6276
O: -3.38363 4.91264 -3.12303  -0.1052
N: -2.64635 2.73468 -2.78670  -0.0561
C: -2.81272 2.44974 -4.20578  -0.1985
C: -2.17056 1.10516 -4.60129  -0.6853
O: -2.91319 0.19269 -5.01942  -0.0491
O: -0.89860 1.02018 -4.49696  -0.1917
H: -1.89873 2.77773 0.23956  -0.0137
H: -3.17125 2.29809 -0.62659  0.0393
H: -1.83876 4.75714 -0.79274  0.0982
H: -3.57467 4.94922 -0.63457  0.0842
H: -2.35478 3.23755 -4.82210  0.1049
H: -3.87473 2.41029 -4.47284  0.1014
O: 0.93461 -0.66592 -2.64394  -0.6165
S: 1.06915 -1.01788 -4.09345  0.9991
C: 2.15768 -2.50817 -4.15488  -0.3116
C: 1.67824 -3.78574 -3.47446  -0.2262
C: 1.68036 -3.65204 -1.94539  -0.2328
C: 3.01670 -4.03957 -1.31297  -0.3253
S: 3.57583 -2.92695 0.02182  0.9260
O: 3.91043 -1.65706 -0.67324  -0.5111
C: 1.99487 -2.72000 0.83337  -0.4008
C: 1.21387 -1.62459 0.52069  -0.0694
C: -0.03235 -1.49523 1.12108  -0.0576
C: -0.47129 -2.44383 2.03024  -0.0651
C: 0.33428 -3.53415 2.35043  -0.0911
C: 1.57678 -3.67479 1.75368  -0.1049
C: -0.44098 -1.83983 -4.58030  -0.4081
C: -0.67431 -2.07874 -5.92237  -0.0872
C: -1.83385 -2.73426 -6.29852  -0.0886
C: -2.75202 -3.13265 -5.33665  -0.0951
C: -2.51005 -2.87325 -3.99684  -0.0737
C: -1.34639 -2.22700 -3.61196  -0.0750
H: 3.08355 -2.14012 -3.69994  0.0871
H: 2.33465 -2.65637 -5.22322  0.0803
H: 2.32525 -4.61479 -3.78519  0.1062
H: 0.67508 -4.02618 -3.82778  0.0979
H: 0.88302 -4.25027 -1.50148  0.1207
H: 1.45851 -2.61277 -1.71092  0.0655
H: 3.83803 -3.93433 -2.02843  0.0815
H: 3.03115 -5.06209 -0.93011  0.0826
H: 1.57780 -0.88088 -0.17743  0.1084
H: -0.62871 -0.62110 0.89223  0.0811
H: -1.43305 -2.31690 2.51244  0.1020
H: -0.00247 -4.26437 3.07665  0.0941
H: 2.22332 -4.50786 2.00949  0.1017
H: 0.01957 -1.70869 -6.66845  0.1120
H: -2.04380 -2.89594 -7.34867  0.0956
H: -3.67679 -3.60894 -5.63739  0.0934
H: -3.24392 -3.14563 -3.24892  0.1027
H: -1.14906 -1.98762 -2.57344  0.1149
O: -0.08447 1.61748 0.70762  -0.4420
Si: 0.26210 1.67873 2.24037  0.3879
C: 1.80178 0.64903 2.70724  -0.2223
C: 1.85253 -0.35370 3.67657  -0.1011
C: 2.98777 -1.13568 3.85611  -0.1059
C: 4.10753 -0.93106 3.06153  -0.1203
C: 4.08306 0.06077 2.08901  -0.1047
C: 2.94476 0.83605 1.92184  -0.0927
C: 0.65506 3.42249 2.88627  -0.2000
C: 1.60742 3.67794 3.87487  -0.1039
C: 1.83009 4.96378 4.35565  -0.1161
C: 1.09624 6.02804 3.85102  -0.1238
C: 0.14336 5.79772 2.86634  -0.0977
C: -0.07175 4.51070 2.39272  -0.0734
C: -1.15070 1.05985 3.36009  -0.2003
C: -2.35884 0.67483 2.77416  -0.0923
C: -3.42320 0.21655 3.54077  -0.0967
C: -3.30049 0.13273 4.92061  -0.1206
C: -2.11456 0.52665 5.52871  -0.1113
C: -1.05990 0.98776 4.75240  -0.1131
H: 0.97820 -0.55309 4.28730  0.0866
H: 2.99147 -1.91993 4.60564  0.0930
H: 4.98732 -1.55295 3.18472  0.0915
H: 4.93637 0.20271 1.43801  0.0971
H: 2.92539 1.58298 1.13468  0.1117
H: 2.19886 2.85699 4.26819  0.0920
H: 2.57936 5.13608 5.12093  0.0867
H: 1.26853 7.03297 4.22024  0.0856
H: -0.43194 6.62264 2.46227  0.0955
H: -0.81808 4.34526 1.62335  0.0903
H: -2.47011 0.77563 1.70111  0.0911
H: -4.35512 -0.05840 3.06080  0.0960
H: -4.12863 -0.22452 5.52247  0.0862
H: -2.01643 0.47961 6.60782  0.0877
H: -0.14583 1.30923 5.24522  0.0976

Number 1: largest force on an atom 0.329 Eh/bohr. Number 2: largest force on an atom 0.007 Eh/bohr.